(1)
Formula: C3H3NOS2
Source: the OMol25 dataset
Level of theory: ωB97M-V/def2-TZVPD

Geometry (Å):
S -2.72209 -0.29987 0.11049
S 1.47847 0.52713 0.17757
O -0.42075 -1.47713 0.13398
N -0.68958 2.14717 -0.11401
C -1.12877 -0.35005 0.10989
C 0.94314 -1.18641 -0.11116
C -0.22872 0.98008 0.06420
H 0.00786 2.82948 0.07387
H 1.59899 -1.63469 0.59639
H 1.16146 -1.53572 -1.04121

Force components x, y, z for each atom (eV/Å):
-3.615 0.137 0.028
-1.045 -0.248 -0.100
0.726 -0.363 0.556
-1.155 -0.866 0.644
5.072 4.082 -0.347
0.795 0.363 2.198
-2.137 -1.960 -0.430
0.723 0.876 -0.292
-0.046 -1.403 0.584
0.682 -0.618 -2.842

The frontier orbital gap (alpha / beta) comes out at 0.2658 / 0.2311 hartree. Its HOMO energy (alpha / beta) is -6.6 / -9.2 eV. Its multiplicity is 3. As for the total energy: -1042.33647 Eh.

Here is what Löwdin gives for the atomic charges, in e: 0.92 0.96 -0.12 0.06 -0.85 -0.44 -0.68 0.02 0.06 0.06

=====

(2)
Formula: C6H43N2O13
Source: the OMol25 dataset
Level of theory: ωB97M-V/def2-TZVPD

Geometry (Å):
O -0.66767 2.22341 4.28671
O 3.15422 -0.28311 -1.47177
O -1.63610 2.27084 0.79797
O -1.32193 -0.89514 -4.37758
O 0.24297 1.22264 -3.43085
O -3.45284 0.74173 2.01199
O 2.11485 -2.87207 -0.95834
O 1.15738 -0.67667 3.33503
O -2.29984 2.45960 -2.30373
O 0.26042 4.00917 -2.97398
O 0.85490 3.55649 1.76530
O 2.16064 1.22892 1.65502
O 5.05651 1.18448 0.67523
N 0.77829 1.12868 -0.93900
N -0.33547 -2.18376 0.13309
C -0.25160 0.02229 -1.01804
C -0.74347 -2.88957 1.36483
C -0.14514 -4.30465 1.46656
C -1.15902 -2.66248 -1.02046
C -0.33999 -0.70789 0.33511
C -2.62412 -2.25414 -0.82598
H -3.42071 -2.94808 -1.24979
H 3.05160 1.10994 1.26919
H -2.02490 2.47402 -1.37992
H -1.29263 0.05579 -4.54339
H 4.78040 0.81295 -0.16778
H 0.71831 1.37090 0.06484
H 0.48948 1.98720 -1.42070
H 1.73014 -0.18685 2.72536
H 1.27837 4.29955 2.21081
H 2.23532 -3.80784 -0.77765
H -3.40508 0.75195 2.96986
H 2.75627 -0.55948 -2.32601
H 1.69432 0.81642 -1.34472
H -0.30991 -2.28481 2.16474
H -2.73091 -1.22459 -1.06747
H 0.66171 1.29247 -4.29350
H 3.10974 -1.14417 -1.02391
H -1.83491 -0.89624 -3.56392
H -2.36108 1.77263 1.29377
H -0.23152 1.36544 4.19895
H 0.13757 3.32803 2.39932
H -1.23164 -0.21122 0.78888
H -0.41286 1.94906 -3.40838
H -0.82097 -5.17847 1.28465
H 1.69609 -1.25309 3.87760
H 0.87339 4.72760 -3.14012
H 0.30166 -0.65121 -1.74008
H -2.90308 -2.40032 0.20886
H 2.04670 2.19709 1.59439
H 0.43574 -0.38755 0.99807
H -3.18060 2.12141 -2.45840
H 0.07926 -4.53482 2.53073
H -0.92519 -3.70786 -1.02109
H -1.37549 2.79622 1.57145
H 0.73756 -4.33326 0.84777
H -0.49725 4.35713 -2.49443
H -3.17616 -0.09698 1.63373
H -0.86762 -2.05377 -1.87514
H -1.16533 0.38479 -1.46427
H -1.80945 -3.03790 1.47696
H 1.48611 -2.54960 -0.28281
H -0.46129 2.64850 5.13185
H 5.33579 0.51022 1.29458

Force components x, y, z for each atom (eV/Å):
-0.284 0.405 -0.527
-0.603 -0.315 -0.848
-0.664 -0.292 1.244
-0.390 0.199 0.084
-0.335 0.376 -0.496
-0.264 0.559 -0.520
0.543 0.370 0.044
-0.512 -0.023 -0.007
1.134 0.240 -0.712
-0.048 -0.466 0.196
-0.684 0.268 0.665
0.892 0.141 -0.686
-0.599 0.801 0.202
-1.615 1.093 0.985
-0.765 0.759 0.510
3.014 -1.529 -1.275
1.150 -0.421 0.214
-0.641 -0.740 1.112
-0.309 1.909 0.989
-1.814 0.465 -1.058
-1.032 -2.652 0.489
1.203 1.154 -0.456
-0.056 -0.086 0.189
-0.871 -0.123 0.409
0.302 -0.180 -0.196
0.251 -0.519 -0.014
1.371 0.099 -0.420
0.106 -0.397 -0.262
0.103 0.200 0.278
0.122 0.130 -0.165
0.139 -0.035 -0.057
0.120 -0.482 0.150
0.641 0.319 0.279
-0.470 0.222 1.223
-0.430 -0.126 0.170
-0.578 0.766 -0.456
0.071 0.095 -0.057
0.062 -0.244 0.266
-0.116 -0.392 0.057
0.407 0.095 -1.074
0.245 0.114 0.448
0.831 -0.100 -0.204
0.068 -1.072 0.145
0.412 -0.173 -0.069
0.316 0.988 -0.723
0.227 -0.018 0.047
-0.064 0.234 0.073
-1.302 0.517 0.574
0.020 0.431 0.481
-0.449 -0.184 0.503
0.779 -0.260 0.223
-0.234 -0.018 0.596
0.451 0.478 -0.587
-0.271 -0.564 -0.831
0.256 0.292 -0.751
0.367 -0.498 0.051
-0.017 0.319 -0.139
-0.057 -0.322 0.561
0.588 -1.220 -0.389
-0.081 0.032 0.112
-0.364 0.665 0.183
-0.563 -0.276 -0.225
0.138 -0.578 -0.258
0.155 -0.428 -0.291

The frontier orbital gap comes out at 0.3478 hartree. Its HOMO energy is -11.8 eV. The charge is +1. As for the total energy: -1341.79292 Eh.

Here is what Löwdin gives for the atomic charges, in e: -0.05 -0.06 -0.08 -0.05 -0.07 -0.01 -0.06 -0.06 -0.03 -0.04 -0.05 -0.08 -0.04 0.16 -0.19 -0.15 -0.24 -0.07 -0.18 -0.15 -0.06 0.11 0.04 0.01 0.02 0.02 0.10 0.12 -0.01 0.08 0.05 0.08 0.08 0.11 0.10 0.05 0.08 0.03 0.01 0.02 0.03 0.03 0.10 0.03 0.09 0.05 0.06 0.12 0.04 0.03 0.08 0.06 0.08 0.12 0.02 0.05 0.04 0.05 0.08 0.09 0.09 0.01 0.06 0.05